7
Properties=species:S:1:pos:R:3:forces:R:3:mulliken_charge:R:1 method="wB97M-V/def2-TZVPD" lumo_ev=-0.9 homo_energy_ev=-9.595 orbital_gap_ev=8.7 total_charge=0 mol_weight_g_mol=186.9 de_lowest_kcal_mol=55.07
C -0.9315 -0.6359 -0.2433 -4.65 4.65 -2.86 0.704
N -1.8028 0.1081 -0.6758 0.38 -0.83 0.64 -0.562
O -0.2720 -1.4810 0.0499 3.75 -5.01 2.13 -0.366
O 0.9470 0.8308 0.5622 -0.07 -4.91 3.74 -0.729
I 2.7491 0.3774 -0.0837 0.76 0.21 -0.52 0.248
H -1.5802 1.0529 -0.8828 0.12 0.74 -0.10 0.289
H 0.8904 -0.2523 1.2736 -0.28 5.15 -3.03 0.416

120
Properties=species:S:1:pos:R:3:forces:R:3:mulliken_charge:R:1 method="wB97M-V/def2-TZVPD" lumo_ev=-2.7 homo_energy_ev=-10.991 orbital_gap_ev=8.3 total_charge=+1 mol_weight_g_mol=975.7
C 4.2356 1.5378 -0.6137 0.17 -0.04 -0.10 -0.919
C 4.6242 0.0822 -0.2961 0.28 0.35 0.39 -0.522
C 3.7394 -0.5962 0.7701 0.37 -0.06 0.10 -0.673
C 3.3622 -2.0356 0.4264 -0.16 0.10 -0.40 -1.387
C 2.3942 -2.1867 -0.7573 0.03 0.15 0.13 -0.215
C 0.9043 -2.0856 -0.3768 0.49 0.36 -0.33 -0.697
C 0.3777 -0.6343 -0.4578 0.23 -0.10 0.01 -0.486
C -0.3128 -0.3295 -1.7931 0.20 -0.35 0.21 2.567
C 0.0217 1.0688 -2.3226 0.27 -1.07 0.33 -2.797
I 0.1272 2.7138 -0.9823 -0.19 0.10 0.00 0.134
N -0.9444 1.2357 -3.4669 1.04 0.42 -0.29 0.790
C -0.3208 0.9344 -4.8120 0.51 -0.08 -0.49 -0.960
O 0.6475 -0.0404 -4.6927 -0.17 0.23 0.15 0.161
C 1.7733 0.1342 -5.5630 0.44 -0.46 -0.23 -0.930
C 1.4901 -0.2847 -7.0022 0.46 0.00 0.39 -0.074
C 2.7925 -0.7138 -7.6761 -0.08 -0.14 0.04 -1.421
C -2.2372 0.5612 -3.0023 -1.87 0.41 1.44 0.488
C -3.2650 0.3229 -4.0866 0.78 -0.70 -0.84 -2.502
O -2.7457 1.5532 -2.1203 0.13 0.18 -0.38 -0.124
C -3.5634 2.5986 -2.6524 0.06 0.57 0.33 -0.450
C -3.5877 3.7768 -1.6630 -0.44 -0.04 0.08 -0.559
N -3.4418 5.0856 -2.2833 0.27 -0.18 0.17 -0.278
C -2.2329 5.8227 -1.9570 -0.08 -0.06 -0.28 -0.747
C -2.1458 6.2490 -0.4983 0.05 0.60 0.30 0.531
C -0.9863 7.2403 -0.3061 0.29 -0.17 -0.06 -1.402
O -3.3656 6.8897 -0.1280 0.10 -0.05 -0.12 -0.550
C -1.8497 -0.6280 -2.0078 1.07 0.62 -0.10 2.040
C -2.5979 -0.4498 -0.6662 0.14 -1.08 0.35 -1.607
C -2.5177 -1.6769 0.2718 -0.08 0.33 0.19 -1.703
C -1.9726 -2.0561 -2.5781 -0.21 0.33 -0.70 -1.280
I -4.0510 -2.7090 -2.6730 0.00 -0.07 0.07 0.150
C -1.3235 -2.3536 -3.9527 0.00 -0.57 0.13 0.216
C 0.0261 -3.0827 -3.8745 -0.31 -0.03 -0.28 -1.515
H 4.9237 2.2360 -0.1378 -0.06 0.04 0.09 0.352
H 4.2946 1.7522 -1.6820 -0.12 -0.01 -0.03 0.224
H 3.2372 1.7849 -0.2509 -0.09 -0.02 -0.12 0.052
H 5.6358 0.1266 0.1102 0.10 -0.23 -0.15 0.450
H 4.7043 -0.5147 -1.2056 -0.23 -0.04 -0.02 0.391
H 2.8824 0.0499 0.9732 -0.20 -0.24 0.03 0.384
H 4.2989 -0.6534 1.7063 -0.06 0.18 0.07 0.377
H 2.9437 -2.5347 1.3028 0.04 -0.06 0.02 0.377
H 4.2848 -2.5600 0.1663 0.05 -0.03 0.14 0.428
H 2.5860 -3.1377 -1.2566 -0.07 -0.07 0.05 0.594
H 2.6314 -1.4057 -1.4921 -0.03 -0.09 -0.13 -0.115
H 0.7911 -2.4814 0.6313 -0.27 -0.15 -0.06 0.697
H 0.3696 -2.6978 -1.1014 -0.27 -0.20 0.34 -0.039
H -0.2142 -0.3635 0.4143 -0.14 0.05 -0.08 0.517
H 1.2621 0.0059 -0.4345 -0.04 0.11 0.15 -0.018
H 0.2434 -0.9539 -2.4972 -0.20 0.01 -0.19 -1.960
H 1.0417 0.9965 -2.6804 -0.09 0.31 -0.38 1.056
H -1.0866 2.2474 -3.5108 -0.72 -0.09 0.03 0.721
H 0.1381 1.8683 -5.1545 -0.09 0.11 0.12 0.617
H -1.0983 0.6650 -5.5302 -0.25 -0.04 0.25 0.232
H 2.1803 1.1491 -5.4944 -0.22 0.11 0.06 0.461
H 2.5381 -0.5326 -5.1646 -0.08 -0.03 0.16 0.318
H 0.8417 -1.1606 -6.9435 -0.28 0.16 -0.18 0.234
H 1.0282 0.5388 -7.5483 -0.26 -0.19 -0.11 0.322
H 3.2493 -1.5195 -7.0988 0.07 0.03 0.03 0.355
H 3.5110 0.1019 -7.7464 0.00 0.02 -0.08 0.339
H 2.6059 -1.1208 -8.6675 0.01 0.18 -0.10 0.393
H -4.2420 0.2098 -3.6308 -0.02 0.17 0.06 0.635
H -3.0851 -0.6010 -4.6306 0.03 -0.02 0.03 0.429
H -3.2643 1.1094 -4.8414 -0.19 0.21 0.18 0.434
H -3.1826 2.9817 -3.6081 0.07 -0.17 -0.08 0.337
H -4.5878 2.2526 -2.7891 0.08 -0.22 -0.26 0.154
H -2.8296 3.6089 -0.8993 0.14 0.06 -0.10 0.082
H -4.5468 3.7514 -1.1381 0.01 -0.08 0.06 0.386
H -3.5948 5.0578 -3.2799 -0.08 0.07 0.00 0.297
H -2.2339 6.7354 -2.5561 -0.08 0.03 0.00 0.528
H -1.3127 5.2783 -2.2249 0.09 0.04 0.13 0.142
H -1.9646 5.4061 0.1758 -0.15 -0.22 -0.19 0.281
H -0.2341 6.8583 0.3845 0.00 0.00 0.03 0.300
H -0.4742 7.4660 -1.2431 -0.03 0.01 -0.04 0.358
H -1.3657 8.1730 0.1029 -0.09 0.00 -0.02 0.363
H -3.7404 6.4404 0.6281 -0.15 -0.05 0.12 0.324
H -3.6539 -0.2633 -0.8416 0.03 0.32 -0.02 0.781
H -2.1482 0.3671 -0.1105 -0.25 0.37 -0.28 0.499
H -1.6021 -2.2526 0.1615 -0.03 -0.10 0.01 0.179
H -3.3793 -2.3279 0.1565 0.11 -0.17 -0.12 0.388
H -2.5512 -1.3234 1.3037 0.02 -0.02 0.03 0.564
H -1.5326 -2.7612 -1.8832 -0.20 0.10 0.26 0.892
H -1.9802 -3.0522 -4.4670 -0.10 0.11 -0.08 0.670
H -1.2578 -1.4853 -4.6022 0.09 0.08 0.10 -0.118
H 0.1825 -3.5952 -4.8245 0.19 0.11 -0.06 0.492
H -0.0199 -3.8770 -3.1285 0.12 0.09 0.14 0.383
H 0.8728 -2.4242 -3.6938 0.07 -0.08 0.13 0.166
C 2.7789 -1.6886 6.8528 -0.03 -0.14 0.26 -0.723
O 4.1529 -1.2497 6.7982 -1.57 0.31 -1.91 -0.276
P 5.1774 -1.9757 5.8250 4.53 -1.00 1.19 0.939
O 5.5120 -3.3091 6.3486 -0.84 -0.25 0.14 -0.658
O 6.3577 -0.9067 6.0324 -0.07 0.04 0.11 -0.317
C 7.0441 -0.8736 7.2874 -0.02 0.09 0.07 -0.696
O 5.3448 -2.0755 4.2218 -2.06 1.10 0.40 -0.185
C 6.7047 -2.1022 3.7526 0.05 -0.10 -0.37 -0.663
H 2.2305 -0.9416 7.4185 0.06 0.03 0.02 0.254
H 2.3442 -1.7663 5.8570 0.03 0.02 -0.02 0.300
H 2.7217 -2.6516 7.3583 0.03 -0.02 -0.03 0.325
H 7.0030 -1.8463 7.7768 -0.01 -0.01 -0.02 0.355
H 6.6062 -0.1139 7.9344 -0.04 -0.01 -0.01 0.223
H 8.0801 -0.6148 7.0800 0.00 0.01 -0.01 0.251
H 7.3131 -2.7398 4.3901 -0.02 -0.02 0.00 0.410
H 7.1234 -1.1007 3.7065 -0.05 0.03 0.10 0.256
H 6.6545 -2.5196 2.7488 -0.03 -0.06 0.03 0.216
C -2.2977 -3.2905 6.3393 0.25 0.22 0.01 -0.749
O -3.4399 -2.4194 6.4381 -0.43 -2.96 -0.64 -0.295
P -4.3569 -2.1160 5.1388 -1.03 5.49 0.25 1.019
O -3.5092 -1.1950 4.3443 0.34 -0.53 -0.24 -0.574
O -5.5065 -1.4662 6.0667 0.08 0.31 -0.21 -0.321
C -5.2047 -0.3264 6.8733 0.01 -0.05 0.15 -0.617
O -5.4171 -2.6744 4.0757 0.93 -2.39 0.66 -0.369
C -6.5662 -1.8810 3.7463 -0.23 -0.08 -0.10 -0.555
H -1.9665 -3.4961 7.3532 -0.03 0.04 0.02 0.243
H -2.5500 -4.2333 5.8568 -0.03 -0.01 0.02 0.326
H -1.5022 -2.7929 5.7842 -0.03 0.00 -0.04 0.317
H -4.3828 0.2472 6.4439 0.00 -0.01 -0.01 0.322
H -4.9481 -0.6370 7.8852 0.03 -0.02 -0.01 0.222
H -6.1010 0.2899 6.9039 0.00 0.00 0.00 0.255
H -6.2694 -0.8466 3.5806 0.03 -0.01 0.02 0.300
H -7.3244 -1.9386 4.5210 0.06 0.00 0.07 0.243
H -6.9565 -2.3108 2.8266 0.07 -0.01 -0.02 0.239

61
Properties=species:S:1:pos:R:3:forces:R:3:mulliken_charge:R:1 method="wB97M-V/def2-TZVPD" lumo_ev=-1.5 homo_energy_ev=-8.217 orbital_gap_ev=6.7 total_charge=0 mol_weight_g_mol=862.9 de_lowest_kcal_mol=22.31
Mg -0.4630 -0.3242 -0.6046 -0.10 0.67 -0.24 1.302
C 4.0240 0.3815 3.1339 0.00 -0.01 0.06 -1.118
Se 2.3048 0.6132 2.2563 0.07 0.09 -0.06 0.190
C 1.2337 1.0442 3.8298 -0.05 0.06 0.05 -0.456
C 0.5920 2.4212 3.7301 0.05 -0.01 0.03 -1.012
Se -0.4697 2.6810 2.1077 -0.08 -0.01 -0.06 0.127
C 0.7668 3.7624 1.0757 0.03 0.04 -0.02 -0.768
H 3.9946 -0.4544 3.8286 0.01 0.00 -0.01 0.310
H 4.3101 1.2947 3.6502 0.01 0.00 -0.01 0.310
H 4.7461 0.1720 2.3476 0.00 0.00 0.00 0.342
H 1.9005 0.9835 4.6914 -0.05 0.01 0.04 0.572
H 0.4642 0.2799 3.9461 0.03 -0.02 -0.02 0.064
H 1.3431 3.2101 3.7504 0.00 0.00 -0.01 0.392
H -0.0896 2.5799 4.5668 0.03 0.01 0.02 0.448
H 0.9416 4.7111 1.5771 0.01 0.00 0.01 0.390
H 0.2866 3.9353 0.1144 0.00 0.00 0.02 0.188
H 1.6959 3.2196 0.9245 0.00 0.00 0.00 0.205
Cl 3.2673 0.8388 -1.0315 -0.10 -0.06 -0.07 -0.233
C 2.5664 -0.4333 -2.0117 0.20 0.22 0.14 1.053
C 1.3926 -1.0308 -1.5821 -0.37 -0.18 -0.07 -1.708
C 0.9241 -2.0058 -2.4433 -0.18 -0.26 0.11 1.623
Cl -0.6039 -2.7975 -1.9768 0.18 0.04 -0.08 -0.260
C 1.5128 -2.4019 -3.6382 0.01 0.00 0.01 -0.837
Cl 0.8219 -3.6299 -4.6273 0.02 0.01 0.00 -0.193
C 2.6869 -1.7600 -4.0187 -0.03 0.01 0.04 0.821
Cl 3.4604 -2.1844 -5.4941 0.02 -0.01 0.01 -0.194
C 3.2214 -0.7665 -3.1954 0.02 -0.05 -0.04 -0.607
Cl 4.6700 0.0322 -3.6742 0.01 0.00 0.02 -0.189
F 0.1643 4.3376 -3.5900 0.01 0.00 -0.01 -0.357
C -0.6520 3.4662 -2.9615 0.01 0.03 -0.04 0.441
C -0.1061 2.4532 -2.1990 0.03 0.01 0.09 -0.614
C -0.9287 1.5455 -1.5314 -0.16 -0.07 -0.05 -0.100
C -2.3234 1.7024 -1.6767 -0.02 -0.07 0.08 0.162
C -2.8235 2.7294 -2.4718 -0.03 0.03 0.01 0.233
F -4.1600 2.8651 -2.6691 0.00 0.01 -0.01 -0.378
C -2.0132 3.6291 -3.1287 0.01 -0.01 0.03 -0.837
C -3.2207 0.7067 -1.0293 0.08 0.00 -0.09 0.822
C -4.5347 0.9833 -0.6396 0.01 0.01 -0.04 -0.944
C -5.3120 -0.0174 -0.0935 -0.02 -0.01 0.02 -0.474
C -4.7766 -1.2875 0.0698 -0.04 0.01 -0.03 -0.971
C -3.4591 -1.4725 -0.2885 0.12 -0.11 -0.11 0.048
N -2.6926 -0.5148 -0.8141 -0.03 0.25 0.19 -0.028
H 0.9755 2.3874 -2.1408 0.00 -0.01 0.00 0.416
H -2.4245 4.4058 -3.7560 -0.01 0.01 0.01 0.504
H -4.9299 1.9777 -0.7696 -0.02 -0.01 -0.01 0.502
H -6.3313 0.1920 0.2059 0.00 0.00 0.00 0.437
H -5.3544 -2.1048 0.4769 0.01 0.00 0.01 0.445
H -2.9818 -2.4399 -0.1620 0.01 0.01 0.04 0.423
Se 0.3412 -2.2625 1.6445 0.02 -0.30 0.21 0.477
N -0.7381 -0.8397 1.4894 0.41 -0.77 -0.17 -0.939
C -1.7165 -1.0071 2.3715 -0.12 0.45 -0.03 0.534
C -2.7625 -0.0580 2.5990 0.06 -0.12 -0.07 -0.096
C -3.6664 -0.3244 3.5699 -0.05 -0.10 0.11 -0.962
C -3.6138 -1.5323 4.3490 -0.06 0.14 -0.06 -0.611
C -2.6474 -2.4578 4.1544 0.12 -0.01 -0.09 -0.687
C -1.6514 -2.2099 3.1538 -0.09 -0.09 0.20 0.738
N -0.6351 -3.0218 2.8941 0.02 0.20 -0.11 -0.858
H -2.8021 0.8436 2.0030 0.01 -0.01 0.00 0.530
H -4.4565 0.3881 3.7697 -0.01 -0.02 0.00 0.480
H -4.3690 -1.6947 5.1066 -0.01 0.01 0.00 0.414
H -2.5953 -3.3697 4.7324 0.02 0.00 0.00 0.486

Copy entry 1 word for word.
7
Properties=species:S:1:pos:R:3:forces:R:3:mulliken_charge:R:1 method="wB97M-V/def2-TZVPD" lumo_ev=-0.9 homo_energy_ev=-9.595 orbital_gap_ev=8.7 total_charge=0 mol_weight_g_mol=186.9 de_lowest_kcal_mol=55.07
C -0.9315 -0.6359 -0.2433 -4.65 4.65 -2.86 0.704
N -1.8028 0.1081 -0.6758 0.38 -0.83 0.64 -0.562
O -0.2720 -1.4810 0.0499 3.75 -5.01 2.13 -0.366
O 0.9470 0.8308 0.5622 -0.07 -4.91 3.74 -0.729
I 2.7491 0.3774 -0.0837 0.76 0.21 -0.52 0.248
H -1.5802 1.0529 -0.8828 0.12 0.74 -0.10 0.289
H 0.8904 -0.2523 1.2736 -0.28 5.15 -3.03 0.416

Repeat the first record exactly.
7
Properties=species:S:1:pos:R:3:forces:R:3:mulliken_charge:R:1 method="wB97M-V/def2-TZVPD" lumo_ev=-0.9 homo_energy_ev=-9.595 orbital_gap_ev=8.7 total_charge=0 mol_weight_g_mol=186.9 de_lowest_kcal_mol=55.07
C -0.9315 -0.6359 -0.2433 -4.65 4.65 -2.86 0.704
N -1.8028 0.1081 -0.6758 0.38 -0.83 0.64 -0.562
O -0.2720 -1.4810 0.0499 3.75 -5.01 2.13 -0.366
O 0.9470 0.8308 0.5622 -0.07 -4.91 3.74 -0.729
I 2.7491 0.3774 -0.0837 0.76 0.21 -0.52 0.248
H -1.5802 1.0529 -0.8828 0.12 0.74 -0.10 0.289
H 0.8904 -0.2523 1.2736 -0.28 5.15 -3.03 0.416